DFT (wB97M-V/def2-TZVPD) results for a molecular structure, C3H4INO at a distorted geometry.

As for the total energy: -544.336394 Ha. As for the highest occupied orbital energy (alpha / beta): -9.178 / -9.178 eV. The energy above the lowest of the compared OMol25 structures with the same formula, charge and spin comes out at 1.265 eV. The HOMO-LUMO gap (alpha / beta) comes out at 7.49 / 7.49 eV. The LUMO energy (alpha / beta) is -1.69 / -1.69 eV.

Atoms and positions in Å:
C -0.22119 0.53709 -0.08774
C -1.44675 -1.38408 -1.12232
C 1.12881 0.05904 0.40589
N -1.02887 -0.55212 -0.35042
O -1.86967 -2.17742 -1.84806
I -0.66007 2.36347 1.92592
H -0.31074 1.25015 -0.82583
H 1.51204 0.70788 1.18685
H 2.03404 -0.05762 -0.24989
H 0.86241 -0.74639 0.96559

Atomic forces in eV per Å
1.07 -1.26 1.11
0.66 1.93 1.03
1.29 2.79 -0.03
-0.91 -0.47 -0.12
-0.25 -0.65 -0.24
-0.23 -1.38 -1.41
-0.11 1.84 -1.16
0.03 0.48 -0.18
-1.48 -0.27 -0.18
-0.06 -3.01 1.19

Let us look at the Mulliken charges, expressed in e, one per atom: C -0.428; C 0.567; C -0.895; N -0.281; O -0.397; I -0.139; H 0.574; H 0.302; H 0.274; H 0.424